Record 1
The following is a quantum chemistry calculation of C55H51N5O3PSe2W as an isolated structure, from the Open Molecules 2025 dataset.

Structure (XYZ):
```
118
Properties=species:S:1:pos:R:3:forces:R:3
W 0.224 1.095 0.057 -0.3 0.8 2.5
C -3.501 1.562 -1.679 -1.1 0.5 -1.5
C -3.747 0.438 -0.763 -0.8 -0.8 0.1
C -4.744 -0.499 -1.012 -0.6 0.3 -0.6
C -5.064 -1.516 -0.140 0.9 -0.2 0.1
C -4.297 -1.535 1.005 -1.1 -1.6 3.0
C -3.330 -0.626 1.368 0.2 0.8 0.3
C -2.681 -0.615 2.747 -0.1 -0.7 -0.6
C -3.043 0.308 0.405 1.1 0.8 -0.2
N -2.030 1.279 0.648 4.1 -1.7 -1.7
C -2.425 2.247 1.436 -3.0 0.8 1.2
O -3.598 2.320 1.821 1.4 0.7 0.2
C -1.415 3.252 1.770 1.6 -3.1 -2.4
C -1.662 4.320 2.468 -0.9 2.2 1.3
C -0.676 5.280 2.622 -1.8 3.2 2.7
C 0.598 5.106 2.169 0.3 -1.2 -0.7
C 0.801 3.885 1.503 1.0 -1.2 -0.3
N -0.183 2.999 1.263 0.4 0.6 -0.7
C 2.158 3.298 1.080 -0.3 0.0 -1.4
O 3.225 3.707 1.398 0.3 1.0 1.0
N 2.104 2.246 0.104 -3.5 -0.3 1.2
C 3.261 2.228 -0.714 1.8 -1.0 0.6
C 3.375 3.039 -1.878 -1.0 -1.6 2.8
C 2.562 4.252 -2.033 -0.4 0.4 0.4
C 4.345 2.667 -2.740 1.1 -0.8 -0.9
C 5.330 1.737 -2.464 0.0 -0.6 -0.1
C 5.343 1.160 -1.204 0.8 0.3 0.6
C 4.358 1.397 -0.259 -1.6 0.8 -1.8
C 4.457 0.653 1.037 -0.5 -0.7 0.0
H -2.698 1.338 -2.382 0.3 0.3 0.2
H -3.382 2.537 -1.211 0.3 -0.2 0.2
H -4.393 1.685 -2.328 0.4 -0.1 0.3
H -5.362 -0.367 -1.871 -0.2 0.1 -0.7
H -5.811 -2.300 -0.319 0.2 0.7 0.0
H -4.591 -2.189 1.862 0.2 0.0 -1.0
H -1.877 0.116 2.958 -0.4 -0.5 -0.7
H -2.314 -1.644 2.800 0.4 0.1 0.8
H -3.396 -0.465 3.550 -0.4 -0.1 -0.1
H -2.677 4.339 2.809 -0.4 0.7 0.5
H -1.020 6.223 3.253 1.2 -1.9 -1.5
H 1.397 5.814 2.327 0.1 -0.1 0.0
H 3.166 5.080 -1.705 0.4 0.5 0.2
H 1.684 4.290 -1.395 -0.2 -0.2 -0.1
H 2.300 4.477 -3.039 -0.4 0.1 -1.0
H 4.278 3.058 -3.706 0.3 0.9 -1.4
H 6.046 1.435 -3.243 -0.3 0.3 0.5
H 6.157 0.565 -0.807 0.3 -0.2 -0.7
H 4.336 1.279 1.927 -0.1 0.0 -0.2
H 5.458 0.190 1.072 -0.5 0.1 0.2
H 3.696 -0.178 1.063 0.6 0.7 0.3
C 3.073 -1.161 -2.661 -1.4 0.7 0.3
C 2.539 -0.788 -3.904 1.2 -0.1 1.1
C 1.503 0.133 -3.960 0.9 -0.2 1.4
C 1.017 0.693 -2.799 0.2 -0.9 -0.9
N 1.449 0.280 -1.592 -0.7 0.3 0.1
C 2.405 -0.628 -1.524 1.2 -0.9 -0.2
C 0.044 1.763 -2.828 0.1 1.1 0.0
C -0.459 2.364 -3.987 0.6 -0.6 1.7
C -1.163 3.516 -3.879 -0.2 1.9 0.5
C -1.298 4.165 -2.617 -0.9 0.8 -2.1
C -0.802 3.518 -1.549 -0.2 -0.3 1.7
N -0.177 2.306 -1.629 -1.0 0.9 0.1
H 3.939 -1.826 -2.538 -0.6 0.3 -0.1
H 3.054 -1.105 -4.792 -0.2 -0.2 -0.4
H 1.228 0.533 -4.879 -0.6 0.4 -1.5
H 2.637 -0.952 -0.514 0.3 0.0 -0.3
H -0.159 1.967 -4.901 0.0 -0.5 -1.5
H -1.478 4.043 -4.770 -0.2 -0.1 0.0
H -1.813 5.167 -2.548 0.7 -1.4 0.1
H -0.949 3.951 -0.547 0.2 -0.4 -0.8
Se 0.424 -1.364 1.158 0.4 0.3 -0.6
P 1.184 -0.956 3.193 -0.4 0.2 0.7
Se 0.727 1.161 2.774 0.6 -0.2 -0.5
C 2.833 -1.603 3.474 0.3 -0.4 -2.7
C 3.421 -2.554 2.514 -1.5 1.7 3.5
C 4.603 -3.094 2.861 2.0 1.8 1.1
C 5.357 -2.486 3.928 -1.4 -1.0 -0.6
C 4.814 -1.501 4.762 1.4 -0.5 -0.4
C 3.555 -0.999 4.482 -0.8 -0.2 0.0
C 0.052 -1.358 4.562 1.1 -1.1 -2.8
C -0.396 -2.688 4.549 2.1 0.6 -1.3
C -1.236 -3.038 5.536 -0.8 -3.4 1.2
C -1.720 -2.106 6.418 0.5 0.9 -0.6
C -1.380 -0.760 6.259 -1.2 -0.5 1.7
C -0.440 -0.366 5.354 0.6 1.4 0.0
H 2.835 -2.901 1.737 -1.0 -0.7 -1.6
H 5.129 -3.797 2.260 0.0 -0.6 -0.4
H 6.326 -2.954 4.020 0.3 0.5 0.7
H 5.415 -1.141 5.587 -0.1 0.2 -0.1
H 3.060 -0.152 4.970 0.6 -0.4 0.5
H 0.051 -3.411 3.816 -0.6 0.6 0.9
H -1.408 -4.142 5.712 -0.2 1.5 -0.3
H -2.310 -2.420 7.239 -0.7 -0.1 0.6
H -1.876 -0.108 6.960 0.3 0.5 0.0
H -0.031 0.674 5.264 -0.8 -1.0 0.3
C -3.501 -5.536 -4.601 1.2 -0.5 0.7
C -2.958 -4.480 -3.651 0.6 -0.1 -0.5
C -2.544 -4.710 -2.327 -0.4 -0.5 0.0
C -2.122 -3.689 -1.489 -1.2 1.0 -1.4
C -1.930 -4.041 -0.044 1.6 1.0 -0.4
C -1.947 -2.353 -2.085 0.2 -0.9 0.2
C -1.491 -1.395 -1.137 0.1 -0.5 -0.1
O -0.891 -0.288 -1.348 -0.2 0.1 0.6
C -2.192 -2.177 -3.512 0.6 0.0 1.3
C -2.101 -0.870 -4.221 -1.2 -0.2 -1.1
C -2.713 -3.216 -4.207 -0.5 -0.7 -0.3
H -4.414 -5.300 -5.125 -0.1 0.7 -0.2
H -3.746 -6.402 -4.015 0.0 -0.7 0.2
H -2.694 -5.830 -5.330 -0.8 0.4 0.6
H -2.607 -5.698 -1.858 -0.2 0.3 -0.5
H -2.128 -5.071 0.164 -0.2 -0.6 -0.1
H -2.479 -3.425 0.661 -0.1 0.1 0.0
H -0.844 -3.867 0.090 -0.4 -0.3 0.6
H -1.619 -1.745 -0.098 0.1 0.4 -0.6
H -2.628 -0.983 -5.236 0.7 0.4 1.6
H -1.120 -0.462 -4.415 0.4 -0.1 0.2
H -2.660 -0.218 -3.563 -0.1 0.8 -0.3
H -2.991 -3.087 -5.247 0.1 0.1 0.0
```
Positions in Å, forces in eV/Å.

Summary:
E_LUMO (alpha / beta) = -10.10 / -10.10 eV
HOMO energy (alpha / beta) = -15.421 / -15.421 eV
Charge = +3
Maximum force = 4.8 eV Å⁻¹

Here are the Löwdin charges for atoms 1 to 5, given in e: atom 1 (W): 1.610, atom 2 (C): -0.018, atom 3 (C): -0.222, atom 4 (C): -0.016, atom 5 (C): -0.021



Record 2
The following is a quantum chemistry calculation of C2H3NOS2 as an isolated structure, from the Open Molecules 2025 dataset.

Structure (XYZ):
```
9
Properties=species:S:1:pos:R:3:forces:R:3
C 1.148 1.003 -0.308 0.5 -1.5 -0.7
C -0.233 -0.339 0.805 -2.4 -1.7 0.1
N 1.670 -0.060 -0.752 0.1 -0.6 0.0
O 0.157 0.929 0.564 -1.1 0.7 1.9
S 0.919 -1.384 0.009 -0.1 0.4 -0.1
S -2.541 -0.331 -0.215 2.7 -1.0 -0.6
H 1.473 1.947 -0.615 0.2 1.4 -0.2
H -0.690 -0.741 1.781 1.0 1.5 -1.5
H -1.903 -1.023 -1.270 -0.9 0.8 1.1
```
Positions in Å, forces in eV/Å.

Summary:
E_LUMO (alpha / beta) = -0.43 / -0.43 eV
HOMO energy (alpha / beta) = -8.338 / -8.335 eV
Charge = 0
Maximum force = 2.9 eV Å⁻¹

Here are the natural (NBO) charges for atoms 1 to 5, given in e: atom 1 (C): 0.366, atom 2 (C): -0.030, atom 3 (N): -0.576, atom 4 (O): -0.435, atom 5 (S): 0.537



Record 3
The following is a quantum chemistry calculation of a 8-piece molecular cluster, H16O8 overall, from the Open Molecules 2025 dataset.

Structure (XYZ):
```
24
Properties=species:S:1:pos:R:3:forces:R:3
O -0.397 0.661 -1.663 0.6 0.3 0.0
H 0.288 0.200 -1.165 -0.1 0.0 -0.2
H -1.202 0.195 -1.471 -0.6 -0.4 0.1
O 1.185 3.437 1.559 -1.7 2.5 -4.8
H 1.441 3.044 2.305 1.7 -2.3 4.7
H 1.837 4.104 1.324 0.0 -0.2 0.1
O 4.582 1.028 -0.331 1.8 0.3 2.8
H 5.039 1.205 0.565 -1.0 0.4 -2.1
H 4.645 0.072 -0.244 -0.6 -0.4 -0.7
O -4.951 2.350 -1.994 0.9 -1.9 -2.3
H -4.112 1.988 -2.418 -1.7 0.9 1.1
H -4.701 2.906 -1.290 0.7 1.0 1.2
O 1.387 -2.481 -1.250 -1.0 2.3 0.1
H 1.436 -3.354 -1.447 -0.4 -4.4 -1.0
H 2.202 -2.149 -1.628 0.0 0.6 -0.4
O 2.789 -0.991 -0.253 0.6 2.4 1.0
H 1.970 -0.544 0.023 0.7 0.8 -0.2
H 2.470 -1.843 -0.052 0.0 -1.9 0.6
O -3.332 -2.476 0.993 2.4 -2.1 0.3
H -2.406 -2.905 1.069 -1.9 1.2 -0.4
H -3.835 -3.286 1.181 -0.4 0.5 -0.1
O -2.358 -0.258 2.382 1.8 3.6 -1.4
H -1.786 0.226 1.679 -1.6 -0.8 2.0
H -2.191 -1.129 2.125 -0.2 -2.4 -0.4
```
Positions in Å, forces in eV/Å.

Summary:
E_LUMO = -0.15 eV
HOMO energy = -10.998 eV
Charge = 0
SMILES = O.O.O.O.O.O.O.O
Maximum force = 5.6 eV Å⁻¹

Here are the natural (NBO) charges for atoms 1 to 5, given in e: atom 1 (O): -0.928, atom 2 (H): 0.462, atom 3 (H): 0.466, atom 4 (O): -0.928, atom 5 (H): 0.457



Record 4
The following is a quantum chemistry calculation of a 2-piece molecular cluster, C3H3NO4 overall, from the Open Molecules 2025 dataset.

Structure (XYZ):
```
11
Properties=species:S:1:pos:R:3:forces:R:3
C -0.720 0.853 0.736 -0.3 1.3 -2.0
C -0.994 -0.509 0.407 -3.2 1.9 -1.5
C 0.956 0.136 -0.729 0.0 0.0 4.0
H 0.139 1.944 2.299 -2.6 1.3 -2.1
H -1.995 -1.160 0.206 2.4 2.1 1.3
H 1.201 -1.868 -1.149 -2.6 -0.7 -1.0
N -0.098 -0.702 -0.654 0.8 -0.7 -1.5
O -1.298 2.219 0.999 3.8 -5.8 3.1
O 0.144 -1.877 -1.326 2.9 -0.2 1.5
O 2.110 -0.162 -1.015 -1.5 0.8 -0.6
O 0.555 1.124 0.227 0.3 -0.1 -1.0
```
Positions in Å, forces in eV/Å.

Summary:
E_LUMO = -3.52 eV
HOMO energy = -8.779 eV
Charge = 0
Maximum force = 7.6 eV Å⁻¹

Here are the natural (NBO) charges for atoms 1 to 5, given in e: atom 1 (C): 0.476, atom 2 (C): -0.201, atom 3 (C): 0.811, atom 4 (H): 0.426, atom 5 (H): 0.265



Record 5
The following is a quantum chemistry calculation of an isolated ion of composition C7H9N and charge +1, from the Open Molecules 2025 dataset.

Structure (XYZ):
```
17
Properties=species:S:1:pos:R:3:forces:R:3
C -0.606 1.126 -0.892 0.3 -2.3 2.5
C 0.209 2.233 -0.524 0.4 3.7 -1.1
N 1.502 2.097 -0.445 -2.1 -1.6 2.3
C 1.561 0.674 -0.119 0.0 -2.0 -2.0
C 0.199 0.050 -0.588 0.0 1.6 -1.0
C -0.190 -1.273 -0.324 0.7 -0.8 2.6
C -1.242 -1.530 0.671 1.2 0.3 0.3
C -1.276 -2.717 1.571 -1.2 -1.9 -2.3
H -1.691 1.077 -0.919 0.2 0.3 -0.7
H -0.250 3.197 -0.278 0.2 0.1 -0.8
H 2.437 0.108 -0.444 0.0 0.2 -0.1
H 1.430 0.507 0.960 0.6 0.6 0.1
H 0.542 -2.066 -0.406 0.3 -0.2 -0.4
H -2.026 -0.801 0.461 -0.8 -0.6 0.6
H -0.436 -3.055 2.159 0.3 0.5 -0.1
H -0.747 -1.165 1.622 0.4 1.7 -0.5
H -1.983 -3.508 1.345 -0.6 0.2 0.6
```
Positions in Å, forces in eV/Å.

Summary:
Spin multiplicity = 2
E_LUMO (alpha / beta) = -7.24 / -7.15 eV
HOMO energy (alpha / beta) = -13.710 / -13.882 eV
Charge = +1
⟨S²⟩ = 0.7682
Maximum force = 3.9 eV Å⁻¹

Here are the natural (NBO) charges for atoms 1 to 5, given in e: atom 1 (C): -0.110, atom 2 (C): 0.049, atom 3 (N): -0.267, atom 4 (C): -0.267, atom 5 (C): -0.123



Record 6
The following is a quantum chemistry calculation of a 6-piece molecular cluster, C24H52BO16 overall, from the Open Molecules 2025 dataset.

Structure (XYZ):
```
93
Properties=species:S:1:pos:R:3:forces:R:3
B 2.405 -1.189 -0.468 0.0 0.0 0.1
C 2.128 -2.076 0.896 -0.1 0.0 -0.1
C 3.326 -2.844 1.472 0.0 -0.2 0.0
C 4.565 -1.998 1.761 0.2 0.0 -0.1
C 4.335 -0.910 2.784 -0.1 0.2 0.2
O 5.562 -0.286 3.216 -0.3 -0.1 0.3
H 2.640 -1.941 -1.424 0.1 0.1 0.1
H 3.360 -0.409 -0.316 -0.1 -0.1 0.0
H 1.400 -0.508 -0.728 0.1 -0.1 0.0
H 1.363 -2.832 0.659 0.0 0.1 0.1
H 1.681 -1.440 1.679 0.1 -0.1 0.0
H 3.053 -3.388 2.392 0.0 0.1 -0.1
H 3.621 -3.606 0.737 0.0 0.1 0.1
H 4.877 -1.520 0.825 0.0 -0.1 0.1
H 5.393 -2.629 2.118 -0.1 0.0 0.0
H 3.884 -1.316 3.698 0.0 0.0 -0.1
H 3.667 -0.141 2.378 0.0 -0.1 0.0
H 6.099 -0.170 2.434 0.2 0.1 -0.3
C -1.988 -5.081 5.096 0.0 0.0 0.0
C -1.893 -4.383 3.757 0.0 0.0 -0.1
O -1.838 -2.955 3.896 -0.1 0.0 0.1
C -0.637 -2.468 4.234 0.0 0.1 -0.3
O 0.354 -3.120 4.424 0.0 0.0 0.2
O -0.736 -1.146 4.299 0.0 0.0 0.0
C 0.498 -0.464 4.572 0.1 0.0 0.0
H -2.843 -4.706 5.661 0.0 0.0 0.0
H -2.120 -6.153 4.942 0.0 0.0 0.0
H -1.081 -4.924 5.676 0.0 0.0 0.0
H -2.789 -4.554 3.161 0.0 0.0 0.0
H -1.024 -4.716 3.191 0.0 0.0 0.0
H 1.264 -0.755 3.855 0.0 0.0 0.0
H 0.836 -0.687 5.584 0.0 0.0 0.0
H 0.275 0.592 4.476 0.0 0.0 0.0
C -4.560 -1.827 1.638 0.0 -0.1 0.0
C -5.258 -1.632 0.314 0.0 0.2 0.0
O -5.625 -2.891 -0.290 0.0 -0.1 0.1
C -6.724 -3.456 0.187 -0.1 0.1 -0.1
O -7.473 -2.997 1.013 0.0 0.0 0.1
O -6.898 -4.626 -0.438 0.0 0.0 0.0
C -8.060 -5.346 -0.026 0.0 0.0 0.0
H -3.685 -2.466 1.519 0.0 0.0 0.0
H -4.221 -0.866 2.023 0.0 0.0 0.0
H -5.230 -2.275 2.372 0.0 0.0 0.0
H -4.596 -1.174 -0.417 0.0 0.0 0.0
H -6.155 -1.020 0.415 0.0 0.0 0.0
H -8.952 -4.731 -0.129 0.0 0.0 0.0
H -7.964 -5.665 1.011 0.0 0.0 0.0
H -8.112 -6.209 -0.682 0.0 0.0 0.0
C 2.307 3.627 -5.916 0.0 0.0 0.0
C 1.901 2.326 -5.259 -0.1 -0.1 -0.1
O 2.922 1.809 -4.398 0.1 0.1 0.0
C 2.978 2.372 -3.183 -0.2 -0.1 0.0
O 2.262 3.264 -2.799 0.1 0.0 0.0
O 3.938 1.781 -2.498 0.1 0.0 0.0
C 4.069 2.219 -1.141 0.0 0.1 0.1
H 3.249 3.503 -6.453 0.0 0.0 0.0
H 1.540 3.930 -6.632 0.0 0.0 0.0
H 2.425 4.415 -5.173 0.0 0.0 0.0
H 1.758 1.544 -6.002 0.0 0.0 0.0
H 0.979 2.441 -4.689 0.0 0.0 0.0
H 3.122 2.129 -0.617 0.0 0.0 0.0
H 4.421 3.251 -1.118 0.0 0.0 0.0
H 4.789 1.546 -0.689 0.0 0.0 0.0
C -3.165 4.087 -9.043 0.0 0.0 -0.1
C -2.887 2.605 -8.942 -0.1 -0.1 0.1
O -2.246 2.098 -10.130 0.0 0.0 0.0
C -0.938 2.333 -10.208 0.0 0.0 0.0
O -0.268 2.904 -9.388 0.0 0.0 0.0
O -0.488 1.820 -11.354 0.0 0.0 0.0
C 0.919 1.985 -11.557 0.0 0.0 0.0
H -3.756 4.304 -9.934 0.0 0.0 0.0
H -3.728 4.413 -8.168 0.0 0.0 0.0
H -2.237 4.655 -9.084 0.0 0.0 0.0
H -3.809 2.032 -8.879 0.0 0.0 0.0
H -2.265 2.372 -8.079 0.0 0.0 0.0
H 1.478 1.579 -10.716 0.0 0.0 0.0
H 1.166 3.039 -11.677 0.0 0.0 0.0
H 1.144 1.436 -12.466 0.0 0.0 0.0
C 0.124 4.507 7.810 0.0 0.0 0.0
C -0.257 3.123 7.336 -0.1 0.0 0.0
O 0.689 2.605 6.388 0.1 0.1 0.0
C 1.809 2.102 6.913 -0.1 -0.1 0.0
O 2.059 2.021 8.090 0.0 0.0 0.0
O 2.581 1.685 5.919 0.0 0.0 0.0
C 3.821 1.088 6.323 0.1 -0.1 -0.1
H 0.244 5.179 6.960 0.0 0.0 0.0
H -0.662 4.903 8.455 0.0 0.0 0.0
H 1.054 4.480 8.376 0.0 0.0 0.0
H -1.197 3.139 6.787 0.0 0.0 0.0
H -0.344 2.425 8.168 0.0 0.0 0.0
H 3.638 0.277 7.025 0.0 0.0 0.0
H 4.462 1.835 6.787 0.0 0.0 0.0
H 4.275 0.714 5.409 0.0 0.0 0.0
```
Positions in Å, forces in eV/Å.

Summary:
E_LUMO = 2.11 eV
HOMO energy = -4.934 eV
Charge = -1
Maximum force = 0.4 eV Å⁻¹

Here are the Löwdin charges for atoms 1 to 5, given in e: atom 1 (B): -0.474, atom 2 (C): -0.310, atom 3 (C): -0.263, atom 4 (C): -0.231, atom 5 (C): -0.274